# 1
The following is a DFT calculation (ωB97M-V/def2-TZVPD) of C38H39AsBrFeN7O2S as an isolated structure.

Gap between HOMO and LUMO (spin up / spin down) ... 0.22153 / 0.28543 hartree
Total charge ... +1
2S+1 ... 2
⟨S²⟩ ... 1.0916
Electronic energy ... -230661.312 eV
Energy above the lowest of the compared OMol25 structures with the same formula, charge and spin ... 180.6 kJ/mol

Each line ends with the Löwdin charge.
Geometry (Å):
1 C -4.031 1.623 3.317  -0.2277
2 C 4.442 0.430 -4.405  -0.0329
3 N 0.511 -0.888 -1.641  0.0685
4 H -3.348 -1.442 4.446  0.1058
5 C -1.679 -1.540 3.109  -0.1137
6 H -0.283 -1.491 -1.458  0.0756
7 O 0.162 2.659 -1.170  -0.2537
8 N 2.338 -0.648 -3.054  0.1878
9 N -1.555 1.388 -0.109  -0.0317
10 H -2.599 2.488 -1.373  0.1373
11 C 3.598 0.232 4.505  -0.0684
12 H 3.449 -2.384 1.049  0.0976
13 C 1.311 -5.006 -0.809  -0.0974
14 H -2.158 2.227 4.242  0.1192
15 C 1.462 -2.993 0.515  -0.3889
16 N 0.986 -2.488 -3.288  0.1861
17 C -0.237 3.872 -3.773  -0.2658
18 H -2.438 2.046 -6.377  0.1017
19 H -6.383 -0.393 1.933  0.1096
20 C -2.298 1.740 0.863  -0.1798
21 H 4.863 -0.479 -3.968  0.0995
22 H -4.424 3.090 4.836  0.1183
23 C 3.530 0.747 3.219  -0.1153
24 As 0.590 -1.475 1.346  1.3267
25 H 1.260 -2.201 4.263  0.1059
26 H -2.180 1.115 -4.106  0.1153
27 C 0.699 -3.941 -0.165  -0.1666
28 C -6.770 1.121 3.400  -0.0706
29 C -2.653 -3.456 4.180  -0.0724
30 H 0.443 -3.178 -2.793  0.0945
31 C 3.459 -4.167 -0.144  -0.0700
32 H 4.278 0.677 5.219  0.1102
33 H -3.960 0.010 1.889  0.1074
34 H 2.842 -1.222 5.889  0.1087
35 C -1.721 -4.271 3.557  -0.0716
36 C -0.377 4.391 -5.061  -0.0078
37 C -2.627 -2.086 3.959  -0.0705
38 H 4.437 2.767 -2.220  0.1054
39 C 1.911 -1.388 3.966  -0.0761
40 C -1.678 2.036 -4.379  -0.0420
41 C 2.846 -3.112 0.521  -0.0875
42 H 1.724 -2.883 -3.848  0.1113
43 S 2.732 0.741 0.612  0.7361
44 H 4.730 2.912 -3.955  0.0943
45 H 3.176 -5.950 -1.300  0.1066
46 C -6.217 2.093 4.223  -0.0665
47 C -4.594 0.628 2.512  -0.0547
48 H 0.545 4.035 -2.061  0.0625
49 H -0.386 -3.878 -0.159  0.1079
50 C -0.742 -2.351 2.476  -0.3743
51 N 2.035 1.282 -1.800  -0.0218
52 C -1.811 1.850 2.218  -0.6248
53 H -0.279 1.055 -2.327  0.1018
54 H -7.834 0.927 3.434  0.1088
55 H 5.275 1.034 -4.748  0.0940
56 H -0.030 -4.372 2.257  0.0948
57 O 0.558 4.533 -2.901  0.0545
58 H -1.664 -0.471 2.947  0.0618
59 Fe 0.675 0.956 -0.435  0.3438
60 H -1.278 4.153 -6.978  0.1071
61 C 2.659 0.180 2.292  -0.7163
62 C -0.696 2.054 -2.077  -0.4323
63 C 2.696 -5.116 -0.805  -0.0837
64 C -0.900 2.688 -3.426  -0.1021
65 C 2.794 -0.832 4.882  -0.0655
66 H 0.706 -5.760 -1.299  0.1091
67 C -1.168 3.738 -5.985  -0.0790
68 C -0.765 -3.722 2.713  -0.1081
69 H 2.824 -1.044 -3.839  0.1220
70 C 4.004 2.601 -3.211  -0.0092
71 C -2.601 1.922 3.301  -0.0919
72 C 1.851 -0.889 2.674  -0.4435
73 H -3.394 -3.885 4.840  0.1081
74 H 3.114 3.225 -3.332  0.0957
75 C -1.822 2.556 -5.650  -0.0920
76 N -1.964 1.693 -1.396  0.0414
77 H 4.149 1.588 2.936  0.1037
78 C -4.857 2.336 4.192  -0.0264
79 Br 0.058 2.177 2.342  0.9211
80 H 3.841 0.178 -5.285  0.1013
81 H 4.538 -4.255 -0.128  0.1086
82 H 2.397 2.212 -1.648  0.0632
83 H -3.294 2.146 0.681  0.1466
84 H -6.850 2.658 4.895  0.1098
85 C -5.957 0.384 2.554  -0.0659
86 C 1.232 -1.335 -2.605  -0.4560
87 H -1.729 -5.338 3.734  0.1083
88 N 3.686 1.193 -3.425  -0.1256
89 C 2.678 0.639 -2.715  -0.3755
90 H 0.136 5.310 -5.306  0.1197

Atoms 1-2, force components in eV/Å:
-0.2 0.0 0.0
0.0 -0.1 -0.1



# 2
The following is a DFT calculation (ωB97M-V/def2-TZVPD) of one molecule with the formula C2H2N2O2S in a non-equilibrium geometry.

Gap between HOMO and LUMO (spin up / spin down) ... 0.31598 / 0.31599 hartree
Total charge ... 0
Electronic energy ... -20011.409 eV
Energy above the lowest of the compared OMol25 structures with the same formula, charge and spin ... 476.7 kJ/mol

Each line ends with the natural charge from an NBO analysis.
Geometry (Å):
1 N 1.063 -1.387 0.251  0.3949
2 H 0.129 -0.860 1.847  0.5047
3 O 0.269 -0.489 0.956  -0.5266
4 N 2.491 -2.495 -2.687  -0.2218
5 S 0.669 0.596 -1.710  -0.0702
6 H -0.613 1.313 -1.317  0.2108
7 C 1.978 -1.831 -1.903  0.2039
8 C 1.323 -1.034 -0.972  -0.0752
9 O 1.413 -2.395 0.845  -0.4206

Atoms 1-2, force components in eV/Å:
-0.1 -0.3 0.8
0.4 -0.4 -0.4



# 3
The following is a DFT calculation (ωB97M-V/def2-TZVPD) of one molecule with the formula HIP2S in a non-equilibrium geometry.

Gap between HOMO and LUMO ... 0.31821 hartree
Total charge ... 0
Structure (SMILES) ... IP1#S#[PH]1
Electronic energy ... -37529.764 eV
Energy above the lowest of the compared OMol25 structures with the same formula, charge and spin ... 43.1 kJ/mol

Each line ends with the natural charge from an NBO analysis.
Geometry (Å):
1 P 0.055 -1.226 0.052  0.1835
2 P 2.057 -2.187 -0.804  0.2833
3 H -0.162 0.133 -0.044  -0.0342
4 I 1.244 -4.482 -1.286  -0.1320
5 S 1.835 -1.636 1.181  -0.3006

Atoms 1-2, force components in eV/Å:
0.3 -2.7 0.0
-1.1 1.2 -0.3



# 4
The following is a DFT calculation (ωB97M-V/def2-TZVPD) of a 7-piece molecular cluster, H14O7 overall in a non-equilibrium geometry.

Gap between HOMO and LUMO ... 0.40043 hartree
Total charge ... 0
Structure (SMILES) ... O.O.O.O.O.O.O
Electronic energy ... -14558.372 eV
Energy above the lowest of the compared OMol25 structures with the same formula, charge and spin ... 298.1 kJ/mol

Each line ends with the natural charge from an NBO analysis.
Geometry (Å):
1 O -6.469 -1.174 0.484  -0.9453
2 O -0.570 -1.388 -0.192  -0.9387
3 H -1.084 -0.949 0.472  0.4773
4 O 0.427 2.831 1.531  -0.9465
5 H 2.388 -0.898 1.238  0.4697
6 H 3.152 -2.089 1.700  0.4668
7 H 0.214 2.336 2.381  0.4621
8 H 2.909 -1.022 -0.872  0.4794
9 H -1.043 -2.056 -0.544  0.4620
10 O 2.986 -1.904 -1.234  -0.9595
11 H 2.084 -2.289 -1.474  0.4789
12 O 1.296 0.866 -0.605  -0.9385
13 H 0.159 2.325 -2.200  0.4560
14 H -1.291 1.922 -2.243  0.4639
15 H 0.391 2.051 0.931  0.4807
16 O 3.102 -1.160 1.918  -0.9370
17 H 1.313 0.334 -1.363  0.4747
18 H -6.957 -0.435 0.125  0.4728
19 O -0.576 1.928 -1.619  -0.9221
20 H -5.475 -0.949 0.452  0.4725
21 H 1.662 1.728 -0.858  0.4706

Atoms 1-2, force components in eV/Å:
2.5 -0.1 0.2
3.2 3.0 1.1



# 5
The following is a DFT calculation (ωB97M-V/def2-TZVPD) of C33H36N5ORhSSe3Te2 as an isolated structure.

Gap between HOMO and LUMO (spin up / spin down) ... 0.20621 / 0.20128 hartree
Total charge ... -1
2S+1 ... 2
⟨S²⟩ ... 0.7570
Electronic energy ... -268775.386 eV
Energy above the lowest of the compared OMol25 structures with the same formula, charge and spin ... 13.4 kJ/mol

Each line ends with the Löwdin charge.
Geometry (Å):
1 Se 4.598 1.962 1.663  -0.1202
2 H 0.410 2.460 4.172  0.0827
3 C -4.036 -1.696 -1.440  -0.0780
4 C -5.045 -3.151 1.902  -0.2774
5 C 1.408 -2.599 -3.764  -0.0520
6 H -1.166 -4.465 2.624  0.0852
7 C 1.979 -1.559 3.856  -0.0731
8 H -0.471 -2.939 2.089  -0.0058
9 H 4.359 -1.085 -4.372  0.1119
10 Rh 1.525 0.821 -0.329  0.5857
11 H 0.810 6.011 0.929  0.0997
12 H 1.402 5.199 -1.845  0.1083
13 Se 5.175 0.184 2.900  -0.0580
14 C -5.073 -2.602 0.628  -0.0249
15 H -1.237 -0.099 1.701  0.0962
16 H -3.472 -2.268 -2.178  0.0605
17 C -2.657 -2.537 0.530  -0.3991
18 C 3.541 -1.781 -4.499  -0.0247
19 H -1.851 -0.672 -3.155  0.0553
20 H -1.403 -3.010 3.588  0.0798
21 H -6.031 -2.406 0.157  0.1085
22 C -1.549 0.762 -1.577  -0.3819
23 S 1.229 2.592 -1.740  0.6315
24 C 1.210 3.778 -0.465  -0.7641
25 H 1.480 0.371 4.664  0.1111
26 H 2.055 -2.038 4.824  0.1108
27 C -1.450 0.517 0.834  -0.1555
28 C 1.574 0.387 2.526  -0.2653
29 N 1.780 -0.337 1.405  -0.0212
30 H 0.578 -2.541 -3.071  0.0271
31 H 2.310 -2.102 0.535  0.1015
32 H -5.082 -1.660 -1.745  0.0744
33 C -1.914 1.812 1.008  -0.0941
34 N 1.147 5.070 -0.878  -0.0244
35 H -7.191 -3.291 2.019  0.0689
36 C 1.644 -0.216 3.772  -0.0287
37 C -1.338 -3.387 2.565  -0.0860
38 H -2.032 2.218 2.005  0.1032
39 H -3.642 -0.678 -1.455  0.0647
40 H 4.373 -2.747 -6.223  0.0944
41 N 1.211 3.560 0.834  0.0418
42 H -2.560 3.597 0.008  0.1038
43 H -0.249 0.050 -3.105  0.0556
44 H -2.220 2.676 -2.243  0.1098
45 Te -0.857 -2.091 -0.562  1.4594
46 Se 3.891 0.929 -0.638  0.2094
47 C 1.338 1.835 2.348  -0.3329
48 C 2.246 -2.268 2.701  -0.0720
49 O 3.508 0.115 -2.534  -0.4117
50 H 3.003 7.185 1.070  0.0666
51 C 2.129 -1.613 1.485  -0.1611
52 C -2.022 2.056 -1.377  -0.0876
53 H -6.411 -2.850 3.539  0.0777
54 N 1.541 -0.681 -1.630  -0.1305
55 H -1.626 1.004 -3.702  0.0806
56 H 2.476 -4.314 -6.484  0.0905
57 C -1.313 0.261 -2.969  -0.0783
58 C 2.476 -1.720 -3.605  -0.1421
59 C 2.475 -3.587 -5.680  -0.1140
60 C 1.244 2.745 3.526  -0.0249
61 C 1.408 -3.528 -4.793  -0.0959
62 H 1.016 7.081 -0.453  0.1054
63 C -3.808 -3.386 2.477  -0.0326
64 H 2.536 -3.308 2.728  0.1117
65 C -2.615 -3.091 1.818  -0.3063
66 H 3.258 5.441 0.853  0.0540
67 Te 4.868 3.017 -1.629  0.1564
68 C 2.484 -0.701 -2.495  -0.6370
69 C 2.872 6.345 0.383  -0.0959
70 C -1.273 -0.019 -0.444  -0.5044
71 H 3.467 6.530 -0.512  0.0656
72 H -3.759 -3.808 3.478  0.1179
73 H 1.101 3.764 3.183  0.0667
74 C 3.540 -2.710 -5.531  -0.0945
75 H -6.333 -4.511 2.965  0.0759
76 H 0.571 -4.208 -4.905  0.0944
77 N 1.310 2.238 1.125  -0.1404
78 C -3.907 -2.296 -0.066  -0.2961
79 C -2.209 2.580 -0.107  -0.0823
80 C 1.400 6.180 0.030  -0.2578
81 C -6.316 -3.468 2.644  -0.0583
82 H 2.166 2.691 4.111  0.0867

Atoms 1-2, force components in eV/Å:
0.0 0.0 0.0
0.0 0.0 0.0



# 6
The following is a DFT calculation (ωB97M-V/def2-TZVPD) of C28H20ClN3OPdTe as an isolated structure.

Gap between HOMO and LUMO (spin up / spin down) ... 0.15012 / 0.19229 hartree
Total charge ... -2
2S+1 ... 3
⟨S²⟩ ... 2.0460
Electronic energy ... -59174.682 eV

Each line ends with the natural charge from an NBO analysis.
Geometry (Å):
1 C -4.926 2.356 -1.702  -0.1105
2 H 2.253 -4.129 -3.373  0.1883
3 N 0.999 -0.350 -1.215  -0.7227
4 C 3.638 -1.076 -3.732  -0.1963
5 C -4.659 1.603 -2.846  -0.2467
6 C 1.579 -2.187 3.736  -0.2307
7 H -3.095 1.567 1.655  0.1494
8 H -5.187 1.808 -3.769  0.2042
9 Te -1.803 -3.766 -0.492  -0.5610
10 C -2.996 0.279 -1.601  0.3829
11 H 2.137 4.342 0.991  0.1854
12 C -3.725 0.601 -2.784  -0.2293
13 C -4.252 2.088 -0.539  -0.1879
14 H 2.143 -2.347 4.649  0.1859
15 C 0.648 3.094 0.046  -0.2006
16 H -0.152 3.820 0.148  0.1907
17 H 3.009 0.696 -2.723  0.2042
18 C 1.869 -2.906 2.578  -0.2946
19 C 0.562 -1.224 3.731  -0.0723
20 C 1.829 -0.997 -2.070  0.1899
21 H 2.663 -3.640 2.549  0.2010
22 Pd -0.977 -1.362 -0.197  0.8526
23 H -3.499 -0.004 -3.653  0.2105
24 C 1.126 -2.694 1.441  0.0353
25 C 1.355 0.882 -0.711  0.2810
26 H 3.426 0.458 -0.318  0.2087
27 C -1.461 0.745 3.554  -0.2873
28 H -2.225 1.507 3.497  0.1920
29 N -1.718 0.126 1.158  -0.4792
30 C -1.139 -0.023 2.412  0.0244
31 C 2.446 -3.071 -3.225  -0.2214
32 C -2.672 0.930 0.876  0.0797
33 H -1.045 1.134 5.610  0.1867
34 C 1.654 -2.382 -2.326  -0.2347
35 H 0.745 -0.578 5.784  0.1855
36 C 2.916 2.426 0.364  -0.2161
37 O -2.152 -0.687 -1.698  -0.6666
38 C -0.789 0.531 4.745  -0.2120
39 H 1.296 -3.242 0.529  0.2229
40 H 3.918 2.618 0.736  0.1847
41 C 3.465 -2.441 -3.942  -0.3443
42 C 2.644 1.204 -0.233  -0.3058
43 C 0.211 -0.429 4.853  -0.3094
44 C 1.924 3.393 0.515  -0.3059
45 H 4.081 -2.988 -4.645  0.1816
46 C 0.371 1.876 -0.554  -0.2814
47 Cl -6.129 3.645 -1.759  -0.0868
48 N 0.127 -1.793 1.405  -0.4621
49 H 0.846 -2.891 -1.816  0.2113
50 H -4.468 2.677 0.347  0.2034
51 H 4.400 -0.539 -4.292  0.1787
52 C -3.285 1.075 -0.445  -0.2041
53 C 2.852 -0.369 -2.836  -0.3294
54 C -0.150 -1.026 2.505  0.2636
55 H -0.626 1.661 -0.918  0.2145

Atoms 1-2, force components in eV/Å:
0.0 0.0 0.0
0.0 0.0 0.0